# 1
{
  "formula": "C2H11NO2",
  "method": "ωB97M-V with the def2-TZVPD basis set",
  "species": ["O", "H", "H", "O", "C", "H", "C", "H", "H", "H", "H", "H", "N", "H", "H", "H"],
  "xyz": [[-2.568463, -0.236072, 0.350073], [1.407752, -0.576115, -1.234631], [-1.993790, 0.236638, -0.200441], [-0.989593, 1.673139, -1.642165], [0.367410, -0.348417, 0.568893], [-0.355920, 0.453890, 0.872169], [1.810628, 0.034257, 0.981617], [2.006457, 0.118225, 2.041033], [-2.445417, -1.170009, 0.400134], [-1.487990, 1.889397, -0.837788], [0.041226, -1.184624, 1.173258], [2.062800, 1.030405, 0.524757], [0.440131, -0.600868, -0.863305], [2.566479, -0.625459, 0.517906], [-0.743708, 0.739431, -1.538639], [-0.117995, -1.433816, -1.112878]],
  "atomic_forces_ev_per_a": [[-2.474, 0.292, 1.775], [-1.286, -0.421, 0.356], [1.288, 0.071, -1.372], [-0.735, 0.312, 0.403], [1.522, 0.951, 0.952], [0.873, -0.373, -0.561], [0.229, 1.199, -0.982], [-0.155, -0.098, 0.284], [0.604, -0.619, -0.432], [0.236, 0.297, -0.470], [-0.019, -0.637, -0.167], [-0.368, -0.663, 0.475], [-1.009, -0.732, -0.458], [-0.487, -0.177, 0.443], [0.691, -0.005, -0.101], [1.091, 0.602, -0.145]],
  "gap_ev": 10.522,
  "smiles": "CCN.O.O",
  "e_above_lowest_kcal_mol": 25.59,
  "fmax_ev_per_a": 3.06,
  "spin_multiplicity": 1,
  "lumo_ev": 0.677,
  "homo_ev": -9.8
}

***

# 2
{
  "formula": "C19H19IN7O2Pt",
  "method": "ωB97M-V with the def2-TZVPD basis set",
  "species": ["C", "N", "C", "C", "H", "N", "H", "C", "H", "H", "H", "H", "Pt", "C", "C", "C", "H", "H", "C", "N", "C", "H", "H", "C", "H", "C", "C", "H", "C", "H", "H", "O", "C", "C", "H", "I", "H", "C", "H", "O", "N", "N", "C", "H", "H", "N", "C", "C", "N"],
  "xyz": [[-0.576123, 1.496400, 3.760573], [-0.072865, -0.240025, -1.246773], [-2.541523, 0.220704, -4.629254], [2.820639, -1.648327, 2.440969], [-2.364310, 0.300302, 4.251134], [-1.294728, -1.441799, 1.150883], [-3.383916, 1.323381, 1.995448], [3.152725, -2.357250, 3.592251], [-3.183963, 3.360782, -3.257170], [-0.696624, 3.030161, -3.705578], [5.524258, -2.384375, 0.543629], [-1.813502, -0.194515, -5.325502], [-0.611455, 0.448979, 1.529756], [-1.422667, 2.398536, 1.838626], [-1.875420, 1.017073, 3.610118], [-0.701723, -2.293372, 0.564971], [-3.416321, 1.765940, -2.503331], [4.601419, -3.616447, 4.542749], [-3.361058, 2.301303, -3.456395], [-0.644780, 1.323275, -2.541464], [-0.247869, 2.301233, 2.636007], [2.474476, -2.352258, 4.434443], [0.099093, 1.219034, 4.553414], [4.338426, -3.065264, 3.650951], [-3.534942, 0.075991, -5.051672], [-2.378858, 1.490832, 2.348323], [4.860666, -2.369224, 1.396496], [-2.492548, -0.364443, -3.708218], [-2.296708, 1.702045, -4.368058], [-1.309145, 2.716120, -1.096557], [0.684276, 2.820800, 2.485470], [1.304974, -0.191630, 1.316037], [-0.107417, -3.507122, -1.241305], [1.540049, -0.924424, 2.409015], [3.408261, -1.119391, 0.444266], [6.970875, -4.138910, 2.632711], [-2.322524, 2.234940, -5.323476], [3.675795, -1.658487, 1.341979], [-0.120714, 1.557604, -4.500642], [0.689430, -0.952971, 3.294644], [-0.081625, -3.243333, 0.059328], [-0.068358, -3.765001, -2.364122], [5.189963, -3.069708, 2.552142], [-4.345065, 2.213859, -3.914274], [-1.590094, 3.010647, 0.970253], [-0.556725, 0.773026, -0.490874], [-0.885270, 1.965203, -3.841838], [-0.912032, 1.741776, -1.312235], [-0.124477, 0.088322, -2.467838]],
  "atomic_forces_ev_per_a": [[0.160, -0.759, 0.304], [0.049, -0.058, 0.072], [-0.022, -0.018, 0.024], [0.050, -0.067, 0.025], [0.001, 0.003, 0.013], [-0.246, 0.516, 0.335], [0.051, 0.055, -0.146], [-0.007, 0.024, -0.014], [0.008, 0.010, -0.002], [-0.023, -0.003, -0.009], [0.005, -0.002, -0.003], [0.017, -0.003, 0.002], [-0.368, 0.539, 0.204], [0.015, 0.623, -0.362], [0.123, -0.631, -0.592], [0.440, -0.259, -0.241], [0.003, -0.002, 0.003], [-0.013, 0.001, 0.006], [-0.023, -0.012, 0.037], [0.044, -0.023, 0.153], [0.229, 0.845, -0.457], [-0.011, 0.004, -0.005], [0.031, -0.001, -0.021], [0.073, -0.050, 0.017], [0.001, 0.000, -0.017], [-0.726, -0.268, 0.576], [0.062, -0.040, 0.010], [-0.007, -0.007, 0.000], [0.057, 0.041, -0.064], [-0.056, -0.048, 0.112], [-0.048, 0.112, -0.009], [-0.183, -0.636, 0.472], [0.082, -0.007, -0.413], [-0.294, 0.375, -0.342], [-0.011, 0.002, -0.009], [0.008, -0.005, 0.003], [-0.028, -0.008, 0.006], [-0.033, 0.016, 0.034], [-0.042, 0.000, -0.032], [0.533, -0.221, 0.148], [-0.166, 0.071, 0.449], [-0.039, 0.000, 0.020], [-0.077, 0.067, -0.042], [0.002, 0.000, -0.015], [0.202, 0.133, 0.026], [0.083, -0.438, 0.049], [0.039, 0.027, 0.028], [0.047, 0.101, -0.232], [0.010, -0.001, -0.101]],
  "gap_ev": 5.533,
  "total_charge": 1,
  "e_above_lowest_kcal_mol": 15.11,
  "fmax_ev_per_a": 0.99,
  "spin_multiplicity": 1,
  "lumo_ev": -5.336,
  "homo_ev": -10.9
}

***

# 3
{
  "formula": "C3H4N2OS",
  "method": "ωB97M-V with the def2-TZVPD basis set",
  "species": ["N", "O", "H", "H", "H", "C", "N", "H", "S", "C", "C"],
  "xyz": [[-0.418750, -1.908903, 0.065401], [0.333046, -0.258539, -1.297735], [0.441917, 1.685326, -2.334014], [0.096597, 2.545336, 0.523166], [-0.525508, -2.456307, -0.769045], [0.258907, 1.107162, -1.348539], [0.344316, 0.278549, 0.876603], [0.140437, -1.570130, 2.167424], [-1.184890, -0.156970, 2.128590], [0.373291, 1.494823, 0.089026], [0.140637, -0.760347, -0.100876]],
  "atomic_forces_ev_per_a": [[1.676, 0.953, 1.264], [0.452, 0.159, -3.573], [-0.413, -1.409, 2.014], [1.054, -2.418, -0.729], [0.220, 0.046, -0.549], [1.651, 2.225, 5.119], [-2.471, -0.175, -0.635], [-3.304, 2.342, 0.174], [5.137, -1.519, -0.712], [-2.318, 0.330, -3.511], [-1.683, -0.535, 1.138]],
  "gap_ev": 7.404,
  "e_above_lowest_kcal_mol": 146.19,
  "fmax_ev_per_a": 5.82,
  "spin_multiplicity": 1,
  "lumo_ev": -0.953,
  "homo_ev": -8.4
}

***

# 4
{
  "formula": "C5H11NO",
  "method": "ωB97M-V with the def2-TZVPD basis set",
  "species": ["H", "C", "H", "H", "O", "C", "H", "H", "H", "H", "C", "C", "N", "H", "H", "C", "H", "H"],
  "xyz": [[-1.408950, 1.987363, 0.264878], [-1.677765, -1.483546, -0.052590], [2.155283, -0.300211, -0.968688], [-2.885860, 1.007235, 0.251354], [0.711687, -0.351136, 1.286472], [-1.086553, -0.093242, -0.309981], [-1.561828, -1.746659, 1.003254], [3.742604, -0.206963, -0.163965], [-1.169265, -2.246010, -0.653397], [3.308352, 1.400450, -0.842372], [0.400912, -0.104019, 0.133789], [-1.815338, 0.994734, 0.488785], [1.256950, 0.262017, -0.913308], [-1.168302, 0.138746, -1.379391], [-2.744010, -1.510534, -0.306507], [2.965678, 0.594562, -0.201001], [-1.697274, 0.808583, 1.560676], [2.673679, 0.848633, 0.801991]],
  "atomic_forces_ev_per_a": [[-0.051, -0.143, 0.041], [0.037, -0.036, 0.047], [-0.981, -1.573, -0.831], [0.201, -0.064, 0.002], [-0.051, 0.060, -0.512], [0.227, 0.013, 0.017], [-0.038, 0.021, -0.130], [-1.034, 0.084, -0.271], [-0.073, 0.101, 0.093], [-0.268, 0.019, 0.155], [0.285, 0.024, 0.069], [0.025, 0.019, 0.052], [1.734, 0.496, 0.568], [0.249, -0.039, 0.213], [0.189, 0.073, 0.039], [-0.489, 0.645, 0.349], [-0.036, 0.029, -0.126], [0.072, 0.271, 0.224]],
  "gap_ev": 10.339,
  "e_above_lowest_kcal_mol": 77.26,
  "fmax_ev_per_a": 2.03,
  "spin_multiplicity": 1,
  "lumo_ev": 0.711,
  "homo_ev": -9.6
}

***

# 5
{
  "formula": "C14H18ClN4O8PtS2",
  "method": "ωB97M-V with the def2-TZVPD basis set",
  "species": ["N", "H", "C", "H", "H", "O", "H", "C", "O", "Cl", "H", "O", "O", "C", "H", "C", "C", "C", "H", "H", "N", "N", "H", "O", "O", "H", "C", "C", "N", "C", "S", "S", "H", "C", "C", "H", "Pt", "H", "H", "C", "C", "H", "O", "C", "H", "H", "H", "O"],
  "xyz": [[-0.973615, 2.587389, 0.412332], [-2.078456, 2.142895, 2.132740], [-2.249720, 2.546119, 1.133435], [-4.167210, 1.636305, -1.430495], [-3.426252, -0.262932, -0.209109], [-0.095223, -3.756371, 0.716259], [-2.547098, -0.048278, 1.318407], [2.131088, -2.317748, 1.026365], [1.238334, -3.174604, -1.183285], [2.073614, 1.101367, -2.765317], [3.819384, -2.790114, -0.172549], [-0.558939, -1.411643, -2.350432], [2.093962, -4.853202, 0.371938], [-3.438969, 2.254160, -0.901404], [4.092512, 0.828351, 2.115936], [1.559357, -1.419665, 1.934349], [-2.713289, 0.361876, 0.329894], [-1.219796, 3.100079, -0.937698], [-0.301259, 0.824516, 1.305262], [-0.279806, 3.108332, -1.491968], [-3.241851, 1.713885, 0.443371], [-2.193554, 2.281162, -1.667429], [-1.601629, 4.120452, -0.864523], [-1.085844, -1.431639, 1.642548], [-0.052213, -2.920752, 3.358685], [-2.640057, 3.562424, 1.215723], [3.407871, -2.077919, 0.531708], [-0.457672, 1.228110, 0.307097], [-1.418800, 0.347352, -0.417518], [2.292900, -0.307867, 2.341190], [1.281961, -3.680885, 0.199733], [-0.042844, -1.629732, 2.743740], [1.852295, 0.337790, 3.087722], [-1.664454, 0.924479, -1.768967], [3.549413, -0.058273, 1.814307], [2.604658, -1.192384, -2.552248], [-0.563605, -1.704517, -0.344290], [1.598684, -0.602001, -1.207041], [-3.827149, 3.271745, -0.822014], [0.509920, -1.125562, -3.044824], [1.737858, -0.599958, -2.281704], [5.091949, -0.758172, 0.493409], [-0.161957, -0.503815, 3.645824], [4.111095, -0.947919, 0.910849], [-0.733541, 0.960519, -2.324380], [0.484215, 1.252210, -0.241986], [-2.367403, 0.286809, -2.299963], [0.571134, -1.202376, -4.253680]],
  "atomic_forces_ev_per_a": [[-0.109, -0.051, -0.056], [-0.004, -0.006, -0.002], [0.030, -0.050, -0.011], [-0.008, 0.002, 0.002], [0.067, -0.031, -0.052], [0.341, -0.026, -0.483], [0.040, -0.014, -0.021], [-0.277, 0.056, 0.110], [0.445, -0.412, 0.165], [-0.014, 0.012, 0.020], [0.037, 0.059, -0.016], [0.608, -0.944, -0.029], [-0.025, -0.017, 0.283], [0.033, 0.011, -0.005], [0.000, -0.009, 0.019], [0.138, -0.202, 0.059], [-0.327, 0.220, 0.067], [-0.015, -0.007, -0.009], [-0.015, -0.045, -0.028], [0.003, -0.004, -0.003], [0.076, 0.041, -0.093], [0.046, -0.082, 0.170], [0.003, 0.003, -0.001], [1.105, -0.881, 0.208], [-0.072, -0.055, -0.093], [-0.003, 0.000, 0.019], [-0.071, -0.097, 0.067], [0.065, 0.411, 0.117], [0.512, -1.450, 0.193], [-0.084, -0.070, -0.003], [0.514, -0.452, -0.531], [-0.062, 0.199, 0.350], [0.013, 0.082, -0.067], [-0.099, 0.276, -0.203], [0.037, 0.002, 0.009], [0.018, 0.008, 0.017], [-2.852, 3.768, -0.132], [0.085, 0.010, 0.034], [-0.013, -0.001, -0.009], [0.095, -0.165, 0.049], [-0.132, -0.115, -0.033], [0.005, -0.012, 0.019], [-0.055, 0.133, -0.137], [0.030, 0.002, -0.008], [0.026, -0.023, 0.048], [-0.014, -0.114, -0.041], [0.034, -0.054, 0.023], [-0.154, 0.095, 0.018]],
  "gap_ev": 8.371,
  "total_charge": -1,
  "e_above_lowest_kcal_mol": 20.51,
  "fmax_ev_per_a": 4.73,
  "spin_multiplicity": 1,
  "lumo_ev": 2.368,
  "homo_ev": -6.0
}

***

# 6
{
  "formula": "CH2F3InNO3S",
  "method": "ωB97M-V with the def2-TZVPD basis set",
  "species": ["H", "In", "O", "F", "F", "C", "H", "F", "O", "O", "S", "N"],
  "xyz": [[3.040662, -2.270186, -0.360207], [2.590818, 0.375489, -0.423516], [2.406159, -1.593022, -0.114530], [-1.961196, -0.406079, -1.262652], [-0.543486, -1.777781, -0.375769], [-1.184373, -0.613863, -0.200505], [1.553292, -1.732775, 0.540898], [-1.970968, -0.747569, 0.868480], [-0.884364, 1.922239, 0.231527], [0.741919, 0.758854, -1.293582], [0.046915, 0.776996, 0.076335], [1.011137, 0.348252, 1.152002]],
  "atomic_forces_ev_per_a": [[-0.492, -0.772, 0.461], [0.704, 2.463, 0.679], [-2.193, -2.138, 1.629], [0.235, 0.013, 0.072], [0.316, -0.428, -0.112], [-0.280, 0.575, 0.192], [2.725, 0.187, -1.868], [0.129, 0.047, -0.024], [2.039, -2.082, -0.347], [-0.555, 0.224, -0.580], [-3.423, 1.937, 0.511], [0.793, -0.026, -0.612]],
  "gap_ev": [8.887, 6.467],
  "fmax_ev_per_a": 3.97,
  "spin_multiplicity": 2,
  "lumo_ev": [-0.591, -2.989],
  "homo_ev": [-9.5, -9.5]
}